(1)
Here is C4H11NO as an isolated structure from the Open Molecules 2025 dataset. Energies are from ωB97M-V/def2-TZVPD.

Values from the calculation:
frontier orbital gap: 10.110 eV
highest occupied orbital energy: -9.074 eV
ΔE to the lowest compared entry with this formula, charge and spin: 433.5 kJ/mol
net charge: 0

```
17
Properties=species:S:1:pos:R:3:forces:R:3:lowdin_charge:R:1
H 2.825 0.168 -1.819 0.0 0.2 0.2 0.06
H -2.282 -1.031 -0.848 0.0 0.0 0.1 0.11
H -0.346 -1.083 0.419 -0.2 -0.1 0.1 0.01
N 2.021 -0.452 -1.609 0.6 1.4 -1.1 0.03
H -2.846 1.394 -0.591 0.0 0.0 0.0 0.07
H 1.607 -1.545 -0.990 -1.1 0.1 1.9 0.17
C 2.149 0.328 0.733 -0.2 0.1 0.1 -0.09
C -2.008 0.956 -0.046 0.0 -0.2 0.1 -0.10
H -3.139 -0.739 0.668 0.1 0.0 0.0 0.11
C 1.562 -0.452 -0.389 0.7 -1.8 -1.0 -0.30
H 2.674 -0.353 1.408 0.0 0.0 -0.1 0.09
C -2.205 -0.546 0.135 0.0 0.1 0.0 -0.33
H -1.930 1.447 0.925 0.0 0.0 0.0 0.07
H -1.094 1.159 -0.609 0.0 0.0 0.0 0.06
H 1.355 0.790 1.323 0.0 0.0 0.0 0.07
H 2.839 1.103 0.373 0.0 -0.1 0.0 0.08
O -1.182 -1.144 0.915 0.1 0.1 -0.1 -0.11
```
Forces are in eV/Å.


(2)
Here is a 2-piece molecular cluster, C4H10N2 overall from the Open Molecules 2025 dataset. Energies are from ωB97M-V/def2-TZVPD.

Values from the calculation:
frontier orbital gap: 9.123 eV
highest occupied orbital energy: -8.048 eV
SMILES: C=CN.C=CN
ΔE to the lowest compared entry with this formula, charge and spin: 233.0 kJ/mol
net charge: 0

```
16
Properties=species:S:1:pos:R:3:forces:R:3:lowdin_charge:R:1
C -0.571 -0.558 1.188 -1.8 0.6 0.6 -0.33
H 0.306 -0.754 -1.006 0.2 0.4 -0.3 0.04
H -2.271 -1.823 1.807 0.5 -0.1 -0.2 0.05
H 2.597 1.302 -0.984 -1.1 -0.9 0.9 0.05
H 1.704 2.751 -0.656 -0.7 0.1 -0.2 0.02
H 1.272 -1.277 1.508 0.4 0.0 -0.1 0.08
N 0.161 -0.082 -1.758 -0.1 0.9 -1.0 0.04
H -2.560 -0.037 1.464 0.4 -0.6 0.1 0.05
C 1.561 1.691 -0.855 1.7 0.8 -1.6 -0.07
H -0.414 0.572 1.000 0.7 -2.3 0.1 0.12
N 0.408 -1.552 1.074 0.7 1.0 -0.3 0.02
C -1.836 -0.874 1.500 -0.8 1.5 -0.1 -0.04
H 0.122 -2.452 1.424 -0.2 0.0 0.0 0.08
H -0.252 1.954 -1.906 -0.1 0.1 0.0 0.10
H -0.747 -0.117 -2.199 0.1 -0.6 0.2 0.08
C 0.519 1.256 -1.600 0.1 -0.7 2.1 -0.30
```
Forces are in eV/Å.


(3)
Here is C29H45BHfO2P2 as an isolated structure from the Open Molecules 2025 dataset. Energies are from ωB97M-V/def2-TZVPD.

Values from the calculation:
frontier orbital gap: 5.991 eV
highest occupied orbital energy: -13.162 eV
net charge: +2

```
80
Properties=species:S:1:pos:R:3:forces:R:3:lowdin_charge:R:1
C -2.074 1.410 2.804 0.7 0.6 -0.3 -0.28
H 1.082 -3.649 0.107 -0.1 0.1 0.4 0.04
C -4.366 -1.500 0.196 -1.5 0.3 -0.7 -0.25
H -1.832 4.008 -0.387 0.2 0.2 0.2 0.09
C 5.407 -0.700 -1.911 0.5 -0.4 0.4 -0.16
H 1.526 3.623 1.438 0.1 0.0 0.3 0.08
H -2.609 0.026 4.347 -0.1 0.1 -0.2 0.09
H 4.785 -3.233 -2.834 -0.3 0.0 0.3 0.12
C -6.796 -1.073 -1.042 0.4 0.0 -0.3 -0.05
H -1.533 5.186 0.907 0.1 -0.3 -0.1 0.11
H 2.059 0.370 1.898 -0.2 -0.1 -0.1 0.03
C 3.711 -3.085 -2.647 0.0 0.1 -0.6 -0.16
H 3.028 -0.796 0.980 -0.1 0.1 0.2 0.02
H -5.673 0.283 -2.366 -0.3 -0.2 0.1 0.13
H -5.360 -2.759 1.587 -0.3 0.0 -0.1 0.13
C -3.031 0.460 3.435 -0.2 -0.3 0.2 0.01
H -3.280 -0.356 2.747 -0.1 0.1 0.2 0.08
C 3.169 -2.004 -3.619 0.1 -0.2 -0.4 -0.17
B -2.424 -0.383 0.014 -2.9 -1.3 -0.8 -0.46
C 1.505 2.073 -1.937 0.7 0.2 0.2 -0.24
H 1.102 0.846 4.054 -0.2 -0.1 0.1 0.07
C 2.138 -0.690 1.601 0.2 -0.1 0.0 -0.22
H -1.723 0.389 -2.728 0.3 0.0 -0.3 0.04
H 2.144 -2.282 -3.915 0.2 0.2 0.0 0.11
H -0.274 -0.245 -3.599 -0.1 0.3 0.0 0.07
H -0.498 -3.398 0.882 0.3 0.1 0.0 0.07
H 1.925 2.504 -1.022 0.1 0.0 -0.2 0.05
H 0.974 -3.406 1.881 -0.1 0.1 -0.3 0.08
C 3.421 -2.867 -1.193 0.4 -0.2 0.8 -0.13
H 1.179 4.170 3.085 -0.1 -0.3 -0.2 0.12
C -5.480 -2.137 0.704 0.1 -0.2 0.1 0.02
H 4.080 -2.507 0.786 -0.3 0.3 -0.3 0.11
H 3.207 -4.027 -2.919 0.4 0.2 0.0 0.12
H 2.424 0.049 -3.577 -0.1 -0.2 0.6 0.10
C -0.173 2.672 2.325 -1.2 -0.1 0.2 -0.32
H 6.307 -2.274 -0.695 -0.2 0.2 0.0 0.13
C 1.180 3.288 2.426 0.5 0.0 -0.1 -0.02
C 0.563 -3.111 0.907 -0.4 -1.0 0.0 -0.21
H 5.750 -0.893 0.220 -0.1 -0.2 -0.1 0.11
H 2.136 -0.830 -1.113 0.0 0.1 -0.2 0.00
H 6.089 0.153 -1.750 -0.1 -0.4 -0.3 0.12
H -0.356 -0.143 4.341 0.2 0.2 0.1 0.09
H 0.680 -1.647 -1.727 0.0 0.3 0.1 0.09
C 5.475 -1.556 -0.614 0.4 0.4 0.0 -0.17
H -7.746 -0.920 -1.551 0.2 0.0 0.2 0.12
H -4.290 1.608 1.017 0.0 0.2 0.1 0.09
P 0.296 0.804 -1.517 0.3 0.1 -1.2 0.79
H -3.749 3.131 0.290 -0.1 -0.1 0.2 0.09
C 1.051 -0.860 -1.057 -0.6 0.2 0.6 -0.45
P 0.672 -1.351 0.715 0.6 0.0 0.0 0.79
H 2.516 -3.376 -0.856 0.5 0.0 0.0 0.07
O -3.275 -0.042 -1.117 2.3 0.5 1.2 0.06
C 4.213 -2.280 -0.278 0.0 -1.2 -0.5 -0.14
C 4.067 -0.107 -2.228 -0.3 0.0 -0.7 -0.12
H -0.636 1.526 -3.593 0.0 -0.4 0.2 0.07
C 0.023 0.884 4.244 0.3 -0.3 0.4 -0.03
H 3.898 0.851 -1.738 0.0 0.1 -0.4 0.10
H -0.114 1.377 5.218 0.0 -0.1 -0.3 0.11
C -3.784 2.559 1.224 -0.3 0.0 -0.3 0.00
H -3.967 0.969 3.701 0.3 -0.1 -0.1 0.11
H 0.975 2.869 -2.475 0.0 -0.2 0.2 0.07
O -3.136 -1.423 0.742 2.2 1.4 -0.2 0.06
C -6.705 -1.925 0.059 0.2 -0.2 0.0 -0.06
C -5.656 -0.421 -1.537 -0.2 0.0 -0.3 0.02
H 2.316 1.690 -2.556 -0.2 0.2 0.0 0.02
H 5.812 -1.283 -2.753 -0.3 0.3 0.2 0.12
C -1.242 3.121 1.468 0.1 -0.6 0.6 -0.30
H 3.759 -2.034 -4.549 -0.2 -0.1 0.1 0.13
H -0.165 4.393 0.115 -0.2 0.0 0.0 0.08
C -0.681 0.590 -3.015 -0.5 -0.2 -0.2 -0.20
C -1.189 4.233 0.478 0.1 0.3 -0.5 -0.02
C -2.413 2.346 1.771 0.8 -0.4 0.2 -0.27
H 2.259 -1.274 2.524 0.0 0.2 -0.1 0.08
H -7.582 -2.460 0.421 0.2 0.3 -0.1 0.12
H 1.911 2.581 2.837 -0.1 0.2 -0.1 0.08
C -4.455 -0.665 -0.916 -1.1 -0.7 0.8 -0.25
C -0.694 1.606 3.155 -0.7 0.5 -0.7 -0.31
H -4.417 3.116 1.933 0.3 -0.1 -0.1 0.12
C 3.165 -0.601 -3.099 1.0 0.4 0.0 -0.15
Hf -0.596 0.809 0.847 -1.0 1.0 1.6 1.42
```
Forces are in eV/Å.


(4)
Here is a 2-piece molecular cluster, C8H12N2O2S overall from the Open Molecules 2025 dataset. Energies are from ωB97M-V/def2-TZVPD.

Values from the calculation:
frontier orbital gap (alpha / beta): 7.834 / 7.665 eV
highest occupied orbital energy (alpha / beta): -8.985 / -8.972 eV
ΔE to the lowest compared entry with this formula, charge and spin: 651.8 kJ/mol
net charge: 0

```
25
Properties=species:S:1:pos:R:3:forces:R:3:lowdin_charge:R:1
N 2.025 1.574 -1.240 0.7 -0.3 -0.2 0.08
S 0.046 -3.009 -1.010 0.3 1.5 0.0 0.72
H -2.826 1.397 1.370 0.6 0.0 -0.9 0.12
C -0.911 1.422 0.269 0.8 -3.4 1.1 -0.10
H -0.861 2.416 0.146 0.3 3.7 -0.6 0.08
H 0.443 -3.662 -2.951 0.6 -0.4 -0.7 0.00
C 0.533 0.871 0.523 -0.7 -0.7 -0.5 -0.26
C 2.438 1.068 -2.406 -1.6 -0.4 1.3 -0.17
H 3.086 1.701 -2.918 1.0 0.5 -1.3 0.08
H -0.170 -1.748 2.282 0.0 -0.8 0.3 0.10
C -0.304 -0.699 2.147 1.4 0.9 2.2 -0.21
C 1.023 -0.404 -1.529 1.6 -0.6 -1.7 -0.04
H -1.477 1.026 -0.539 0.4 -0.8 -1.3 0.12
H -2.321 -1.035 1.303 1.0 0.7 -0.6 0.13
N 1.283 0.617 -0.697 -1.4 0.6 0.4 -0.16
C 1.843 -0.185 -2.676 0.1 -1.0 -0.6 -0.09
C -1.749 1.120 1.454 -2.8 1.4 3.7 -0.22
O 0.578 -0.422 1.063 -1.1 -0.3 0.9 -0.13
C -1.746 -0.319 1.948 0.1 -1.1 -0.9 -0.20
H 1.079 1.536 1.200 0.1 0.3 -0.4 0.16
H 2.088 -0.824 -3.605 -0.8 1.0 2.0 0.11
O -0.377 -3.472 -2.512 -0.5 0.3 0.5 -0.55
H -2.282 -0.621 2.845 0.1 1.2 0.7 0.11
H -1.540 1.829 2.334 0.5 -1.1 -0.9 0.14
H 0.099 -0.178 3.198 -0.8 -1.0 -2.6 0.18
```
Forces are in eV/Å.


(5)
Here is C38H23AuBrF15GeN3S as an isolated structure from the Open Molecules 2025 dataset. Energies are from ωB97M-V/def2-TZVPD.

Values from the calculation:
frontier orbital gap: 8.253 eV
highest occupied orbital energy: -10.946 eV
ΔE to the lowest compared entry with this formula, charge and spin: 0.0 kJ/mol
net charge: +1

```
83
Properties=species:S:1:pos:R:3:forces:R:3:lowdin_charge:R:1
F -4.851 1.009 -3.576 0.0 0.0 0.0 0.15
C -3.500 -0.183 -2.053 0.0 -0.1 -0.1 -0.23
C 0.336 3.541 -1.014 0.0 0.0 -0.1 -0.13
N 1.707 0.618 2.889 0.2 0.0 0.1 -0.14
H 6.037 4.029 0.061 0.0 0.0 0.0 0.11
H 2.438 -0.122 -0.524 0.0 0.0 0.0 0.09
C -1.396 0.014 -3.812 0.0 0.0 0.0 -0.13
C -1.853 3.961 -1.903 0.0 0.0 0.1 -0.69
H -0.145 5.204 -2.278 0.0 0.0 0.0 0.11
C 3.319 0.416 -0.876 0.1 0.0 0.1 -0.09
C -1.462 2.061 -0.501 0.0 0.1 0.0 -0.14
C 1.902 1.207 5.193 0.0 0.0 0.0 0.00
H 2.052 2.287 -2.444 0.0 0.0 0.0 0.09
C -0.520 4.317 -1.786 0.1 0.0 0.0 -0.12
C -5.570 -1.650 3.023 0.0 0.0 0.0 -0.12
H 1.881 1.230 -3.875 0.0 0.0 0.0 0.11
H 3.994 1.022 -2.717 0.0 0.0 0.0 0.18
H 2.185 4.018 1.920 0.0 0.0 0.0 0.10
S -0.178 -0.912 1.116 -0.2 0.2 0.2 0.29
H 1.735 1.943 5.967 0.0 0.0 0.0 0.12
C -3.956 -0.538 1.671 -0.1 -0.1 0.0 -0.23
H 3.234 -1.259 6.963 0.0 0.0 0.0 0.11
C 2.254 -0.574 3.168 0.0 0.0 0.0 -0.16
Br -3.021 5.010 -2.948 0.0 0.0 0.0 0.78
F -5.625 -3.997 3.018 0.0 0.0 0.0 0.14
N 3.180 0.507 -2.379 0.1 0.0 0.0 -0.16
Au 0.895 1.291 1.034 -0.2 0.0 -0.7 0.98
H -3.386 2.592 -1.297 0.0 0.0 0.0 0.11
H 5.519 1.880 -1.009 0.0 0.0 0.0 0.12
H 4.365 5.083 1.566 0.0 0.0 0.0 0.11
H 1.097 2.440 3.654 0.0 0.0 0.0 0.11
H -1.859 1.207 0.019 0.1 0.1 0.0 0.02
C -2.292 -0.743 -1.683 0.1 0.0 0.0 -0.14
H 3.043 -0.770 -4.055 0.0 0.0 0.0 0.11
F -3.698 -3.465 -1.503 0.0 0.0 0.0 0.10
C -2.392 -5.342 -1.974 0.0 0.0 0.0 -0.13
H 2.347 -1.263 2.340 0.0 0.0 0.0 0.09
C 2.578 2.362 0.618 -0.1 -0.1 0.4 -0.25
C 3.203 -0.855 -2.983 0.0 0.0 0.0 0.02
C -1.496 -3.482 -0.686 0.0 0.0 0.0 -0.14
C -2.335 2.844 -1.245 0.0 0.0 -0.1 -0.11
F -0.057 -1.173 -2.320 0.1 -0.1 0.0 0.05
C 1.545 1.487 3.901 0.1 -0.1 0.1 -0.13
F -1.024 -7.199 -2.422 0.0 0.0 0.0 0.15
Ge -1.884 -1.685 0.005 0.0 0.0 -0.1 0.71
F -2.763 1.212 -5.298 0.0 0.0 0.0 0.15
C -0.130 -5.418 -1.183 0.0 0.0 0.0 -0.14
C 4.135 4.156 1.058 0.0 0.0 0.0 -0.06
C -3.449 -1.732 1.188 0.0 0.0 0.0 -0.14
C -5.087 -2.866 2.574 0.0 0.0 0.0 -0.13
H 1.101 0.797 -2.330 0.0 0.0 0.0 0.08
F 1.039 -6.051 -1.094 0.0 0.0 0.0 0.13
C 2.905 3.547 1.264 0.0 0.1 -0.1 -0.11
N 2.850 -0.357 6.750 0.0 0.0 0.0 0.15
C -2.521 -4.100 -1.386 0.1 0.0 0.0 -0.23
H 4.195 -0.211 -0.707 0.0 0.0 0.0 0.14
F -4.554 -0.247 -1.236 0.0 0.0 0.0 0.12
F -5.457 0.701 3.004 0.0 0.0 0.0 0.14
C -2.617 0.575 -4.147 0.0 0.0 0.0 -0.13
C -1.266 -0.639 -2.604 -0.1 0.1 0.0 -0.23
C 2.479 -0.039 5.494 0.0 0.0 0.0 -0.30
F 0.763 -3.646 0.020 0.0 0.0 0.0 0.05
F -0.355 0.116 -4.648 0.0 0.0 -0.1 0.11
H 3.085 -1.913 4.592 0.0 0.0 0.0 0.12
F -3.401 -5.900 -2.634 0.0 0.0 0.0 0.14
C -0.115 2.387 -0.375 0.0 -0.2 0.2 -0.27
H 4.165 -1.319 -2.780 0.0 0.0 0.0 0.11
C 1.966 1.264 -2.792 -0.1 0.1 0.0 0.02
H 2.403 -1.438 -2.536 0.0 0.0 0.0 0.10
H 1.362 3.868 -0.936 0.0 0.0 0.1 0.09
C -4.036 -2.890 1.671 0.0 0.0 0.0 -0.21
C 3.522 1.754 -0.214 0.1 0.0 -0.1 -0.25
C -1.180 -6.006 -1.865 0.0 0.0 0.0 -0.13
C 5.071 3.569 0.216 -0.1 0.0 0.0 -0.06
C -4.999 -0.471 2.571 0.0 0.0 0.0 -0.13
C -3.679 0.467 -3.265 0.0 0.0 0.0 -0.14
F -3.588 -4.093 1.292 0.0 0.0 0.0 0.11
H 2.692 0.277 7.512 0.0 0.0 0.0 0.11
F -3.425 0.622 1.246 -0.1 0.0 0.1 0.07
C -0.298 -4.169 -0.607 -0.1 0.0 -0.1 -0.23
C 2.653 -0.935 4.428 0.0 0.0 0.0 0.01
C 4.765 2.368 -0.398 0.0 0.0 0.0 -0.05
F -6.573 -1.611 3.889 0.0 0.0 0.0 0.15
```
Forces are in eV/Å.


(6)
Here is one molecule with the formula C3H7NO2S from the Open Molecules 2025 dataset. Energies are from ωB97M-V/def2-TZVPD.

Values from the calculation:
frontier orbital gap: 9.653 eV
highest occupied orbital energy: -9.050 eV
SMILES: CSO/C(C)=N/O
ΔE to the lowest compared entry with this formula, charge and spin: 406.5 kJ/mol
net charge: 0

```
14
Properties=species:S:1:pos:R:3:forces:R:3:lowdin_charge:R:1
C 1.326 -1.059 -0.973 -0.5 1.0 3.4 -0.01
H -2.250 0.519 -2.086 0.5 0.4 -0.9 0.01
H 1.531 -0.641 -1.856 0.6 0.7 -4.1 0.05
O -0.058 0.556 0.358 0.7 0.2 -0.2 -0.45
S -1.567 -0.265 0.103 1.6 0.6 -0.1 0.88
O 3.455 0.501 -0.275 -0.9 -0.4 0.1 -0.07
H -3.505 0.447 -0.839 1.4 0.8 -0.4 0.06
H -2.303 1.830 -0.739 -0.1 0.2 -0.5 0.04
C -2.436 0.813 -1.084 -1.4 -1.7 2.2 -0.36
H 4.012 0.519 0.496 0.8 0.1 0.3 0.08
H 2.140 -1.635 -0.647 1.4 -0.6 0.3 0.07
C 1.245 0.197 -0.112 -1.2 -1.2 1.0 -0.38
N 2.230 0.881 0.351 -1.7 -0.1 -0.8 0.04
H 0.469 -1.685 -0.912 -0.9 0.0 -0.2 0.04
```
Forces are in eV/Å.